1.
A cluster of 6 separate species, C24H24BF4O14 in total in a non-equilibrium geometry, computed with ωB97M-V with the def2-TZVPD basis set.

Strongest force on any atom (eV Å⁻¹): 12.5
Net charge: -1

```
67
Properties=species:S:1:pos:R:3:forces:R:3:mulliken_charge:R:1
F 1.407 12.052 55.133 2.726 0.940 2.245 -0.227
F 0.903 12.411 52.983 1.319 1.364 -2.903 -0.441
F 0.576 10.416 53.934 0.050 -1.691 -0.716 -0.234
F -0.679 12.197 54.510 -1.366 0.278 0.052 -0.513
O -1.723 12.741 47.952 4.475 -1.306 2.429 -0.590
O -2.087 7.446 51.027 -0.079 -0.507 -0.366 -0.591
O -1.943 13.317 52.557 1.003 0.985 0.438 -0.449
O 6.279 6.442 54.112 -1.489 1.564 0.055 -0.544
O 3.713 12.027 53.052 3.227 -0.047 -2.973 -0.426
O 3.620 9.478 48.886 0.861 1.452 1.518 -0.692
O -1.228 18.627 50.890 3.016 -0.810 5.116 -0.483
O 1.717 5.050 55.081 -2.637 -0.430 1.201 -0.538
O 0.720 7.481 54.171 2.025 -3.843 -0.943 -0.407
O -2.485 16.788 49.385 -2.036 2.352 -5.033 -0.560
O 6.348 9.709 48.716 -1.785 0.918 1.387 -0.513
O -0.592 15.264 54.165 0.606 -1.931 3.468 -0.517
O 5.220 8.700 53.105 4.859 3.585 -1.275 -0.557
O 6.285 12.940 52.358 -3.018 -3.738 -3.073 -0.598
C -2.140 15.017 50.834 3.583 0.666 6.309 -1.186
C -2.271 8.535 53.226 -1.373 -1.033 -1.707 -1.121
C 2.411 5.877 54.587 2.683 -0.301 -2.776 0.589
C -1.286 17.358 51.255 2.698 -1.320 6.391 0.307
C 0.261 12.698 49.571 0.495 3.648 1.519 -0.202
C 3.072 8.155 53.323 -5.612 -3.224 0.936 -0.058
C -2.044 8.462 51.647 -0.180 2.689 3.296 0.516
C 3.811 5.513 54.501 7.155 2.495 0.212 -0.553
C -0.613 12.219 48.349 -3.529 1.957 -1.326 0.562
C -1.957 16.403 50.342 0.854 -3.611 5.292 0.884
C -1.009 15.535 53.099 0.620 1.783 -2.631 0.779
C 4.938 6.600 53.990 -3.666 -6.545 3.203 -0.223
C 6.361 11.189 50.684 -11.670 -3.533 -2.675 -1.108
C -0.138 11.043 47.618 1.856 -2.019 -3.034 -0.908
C -0.743 16.896 52.645 -2.050 3.281 -5.934 -0.855
C 5.662 12.041 51.648 2.672 1.736 1.987 0.106
C -1.649 14.547 52.182 -3.122 1.668 -5.965 0.533
C 3.400 10.871 50.800 1.451 3.267 4.650 0.063
C 1.990 7.116 53.814 2.678 5.029 0.766 0.249
C -1.727 9.827 51.047 0.451 2.010 7.089 -0.580
C 5.608 10.279 49.736 5.405 4.441 3.113 0.289
C 4.482 7.853 53.410 -4.902 -1.947 0.750 0.893
C 4.206 11.712 51.803 -3.725 -2.651 -0.258 0.670
C 4.144 10.214 49.775 -2.000 -1.977 -2.298 0.459
B 0.613 11.798 54.129 -2.507 -1.378 1.232 0.430
H 6.582 7.401 54.049 0.086 -1.261 -0.374 0.398
H 4.125 4.521 55.190 -0.678 3.014 -2.355 0.222
H -0.256 10.811 46.392 0.260 1.691 3.227 0.301
H 2.288 10.668 51.073 2.256 0.304 -0.859 0.411
H -1.548 9.580 50.169 2.314 -1.854 -8.457 0.264
H 0.143 13.948 49.503 -0.321 -3.356 0.765 0.193
H -0.737 10.228 51.564 -2.221 -0.648 -0.896 -0.001
H 1.441 12.732 49.573 -2.291 -1.136 -0.787 0.369
H -2.635 14.344 50.258 -1.292 -1.801 -1.744 0.561
H -2.480 10.619 50.921 -0.042 -0.359 1.091 0.498
H 0.890 10.795 47.934 -0.151 0.170 -0.516 0.205
H -0.668 10.183 47.939 -0.928 -0.845 0.825 0.241
H 7.280 11.268 50.679 8.996 0.622 -0.557 0.854
H -1.809 9.258 53.883 0.025 0.815 -0.648 0.220
H -0.190 17.612 53.336 -1.011 -1.120 -1.135 0.324
H -1.638 18.843 50.135 -2.640 0.542 -4.826 0.294
H -0.014 12.287 50.692 0.199 1.161 -3.080 -0.208
H 2.789 12.081 52.964 -2.762 0.023 0.256 0.222
H 5.719 9.727 47.977 -0.029 -0.715 -0.173 0.341
H 2.805 9.186 52.870 0.223 -2.091 1.030 0.167
H -1.955 7.599 53.585 0.413 -1.483 0.543 0.363
H -1.394 13.139 53.368 -0.393 -0.610 0.187 0.373
H 0.749 8.385 54.089 -0.731 4.245 -0.400 0.374
H -3.383 8.495 53.331 0.698 0.423 0.114 0.360
```
Forces are in eV/Å.

2.
The molecule C24H24N2O4S, computed with ωB97M-V with the def2-TZVPD basis set.

Strongest force on any atom (eV Å⁻¹): 0.9
SMILES: CCOC(=O)C1CCN(C(=O)c2ccc3c(c2)NC(=O)/C(=C/c2ccccc2)S3)CC1
Net charge: 0

```
55
Properties=species:S:1:pos:R:3:forces:R:3:mulliken_charge:R:1
S 4.027 0.515 0.515 -0.092 0.015 0.057 -0.437
O 3.918 -2.787 -1.642 -0.025 0.000 -0.032 -0.674
O -1.795 1.763 -2.557 0.060 -0.126 -0.273 -0.658
O -5.134 -2.048 0.873 -0.004 -0.186 -0.037 -0.606
O -6.895 -0.656 0.935 -0.221 0.288 -0.030 -0.324
N -2.581 1.766 -0.441 -0.157 0.178 0.093 0.132
N 2.302 -1.303 -1.266 -0.253 -0.284 -0.180 -0.151
C 7.050 0.154 1.218 -0.082 -0.098 -0.094 -0.385
C 0.405 0.159 -1.253 0.015 0.111 0.103 -0.762
C -3.333 0.109 1.188 -0.109 0.225 0.041 -0.883
C -3.932 2.037 -0.884 -0.212 -0.033 -0.437 -1.087
C -1.601 1.620 -1.364 0.104 0.101 0.043 0.225
C 8.234 0.678 1.704 0.115 0.083 0.080 -0.779
C 8.280 -1.005 -0.486 -0.162 0.040 0.034 -0.537
C -2.494 1.365 0.943 0.069 -0.373 0.352 -0.763
C -0.228 1.320 -0.843 0.369 -0.009 -0.084 -0.122
C 4.565 -0.891 -0.403 0.656 0.339 0.213 0.122
C -7.802 -1.763 0.954 -0.172 -0.493 -0.066 -0.256
C 1.711 -0.121 -0.859 -0.147 0.580 0.264 0.171
C 0.459 2.236 -0.048 -0.111 -0.092 -0.076 -0.347
C 5.860 -1.271 -0.471 -0.854 -0.128 -0.289 -0.333
C 9.439 0.376 1.092 -0.018 0.018 0.026 -0.393
C 9.457 -0.472 -0.005 0.107 0.001 -0.015 -0.562
C -5.592 -0.937 0.867 0.318 0.358 0.149 0.100
C 3.594 -1.728 -1.139 -0.057 -0.567 -0.312 0.457
C -4.779 0.340 0.754 0.086 -0.404 -0.136 0.567
C -8.068 -2.286 -0.450 0.191 0.230 0.287 -1.103
C -4.811 0.799 -0.711 0.016 0.282 0.170 -0.801
C 2.386 0.796 -0.057 0.156 -0.255 -0.135 1.168
C 1.757 1.972 0.338 0.056 -0.179 -0.089 -0.809
C 7.049 -0.688 0.104 0.408 0.258 0.222 1.035
H 6.128 0.376 1.730 0.015 0.023 0.089 0.423
H -5.252 1.105 1.377 0.003 -0.014 -0.020 0.290
H -0.019 3.155 0.252 -0.064 0.095 0.052 0.487
H -8.714 -1.373 1.411 0.134 -0.048 -0.014 0.311
H 6.030 -2.142 -1.094 -0.106 -0.026 0.030 0.420
H -7.378 -2.555 1.580 -0.121 0.151 -0.030 0.326
H -0.118 -0.539 -1.890 -0.073 -0.071 -0.118 0.380
H 2.304 2.672 0.950 0.041 0.136 0.061 0.425
H -2.924 -0.726 0.616 0.038 -0.021 0.035 0.222
H 1.724 -1.928 -1.816 0.225 0.031 0.099 0.173
H 10.395 -0.721 -0.480 0.059 -0.020 -0.040 0.374
H 8.298 -1.667 -1.340 -0.013 -0.078 -0.069 0.358
H -7.150 -2.679 -0.879 0.031 -0.060 -0.051 0.312
H -8.806 -3.082 -0.408 -0.092 -0.096 -0.029 0.384
H -4.429 -0.001 -1.349 -0.007 -0.030 -0.051 0.349
H -3.294 -0.157 2.245 0.031 -0.054 0.023 0.454
H 8.215 1.324 2.569 -0.002 0.044 0.067 0.375
H -5.834 1.026 -1.012 -0.018 -0.019 -0.045 0.372
H -4.334 2.869 -0.295 0.001 -0.008 -0.026 0.364
H -3.882 2.327 -1.935 -0.053 0.041 0.188 0.518
H -8.443 -1.487 -1.084 -0.073 0.039 -0.074 0.290
H 10.360 0.792 1.473 0.067 0.031 0.032 0.378
H -1.454 1.175 1.209 -0.165 0.081 0.030 0.556
H -2.871 2.186 1.565 0.093 -0.011 0.013 0.254
```
Forces are in eV/Å.

3.
The molecule C24H24N2O5S in a non-equilibrium geometry, computed with ωB97M-V with the def2-TZVPD basis set.

Strongest force on any atom (eV Å⁻¹): 1.2
SMILES: CCN(CC)S(=O)(=O)c1cccc(C(=O)Nc2cc3oc4ccccc4c3cc2OC)c1
Net charge: 0

```
56
Properties=species:S:1:pos:R:3:forces:R:3:mulliken_charge:R:1
S -1.108 -0.472 -2.104 0.202 0.199 -0.190 1.318
O 0.133 2.542 2.074 -0.101 -0.458 0.216 -0.427
O 0.493 -2.923 2.126 -0.304 -0.464 0.128 -0.481
O -2.149 -0.782 -3.040 0.043 0.187 -0.161 -0.755
O -3.585 2.726 2.639 -0.064 0.187 -0.031 -0.666
O -0.789 -1.422 -1.076 0.057 0.222 0.058 -0.572
N 0.261 -0.143 -2.961 -0.993 -0.308 0.558 0.477
N -1.993 1.169 2.945 -0.041 -0.345 0.590 0.050
C 2.012 1.312 -1.986 -0.106 -0.272 -0.111 -0.733
C 2.285 -1.893 1.137 -0.099 -0.605 0.089 0.236
C -0.837 0.461 2.560 0.420 -0.038 -0.071 -0.353
C -2.679 2.062 2.183 -0.090 0.047 -0.134 -0.011
C -1.744 3.444 -1.203 0.022 -0.024 -0.059 -0.852
C -1.411 2.293 -1.902 -0.026 0.022 -0.066 -0.366
C 4.103 -3.108 0.199 0.169 0.025 -0.105 -0.967
C -1.978 0.973 0.026 -0.155 0.071 0.116 -0.232
C 0.196 0.136 -4.375 -0.211 -0.065 -0.504 -0.632
C 3.496 -4.308 0.561 -0.032 -0.009 0.018 -0.435
C 0.773 -0.993 -5.226 -0.091 0.220 0.217 -1.388
C 0.299 -1.581 2.163 0.476 1.055 -0.204 -0.660
C 1.190 3.332 1.594 0.167 0.139 -0.102 -0.912
C 1.681 -3.116 1.494 0.830 0.417 -0.424 0.178
C 2.276 -4.333 1.213 -0.294 0.024 0.150 -1.073
C 1.514 -0.108 -2.253 0.410 0.198 0.462 -0.351
C -1.534 1.068 -1.275 0.132 -0.544 -0.208 0.468
C -2.261 2.129 0.748 -0.191 0.050 -0.462 0.093
C 0.265 1.182 2.039 -0.037 0.108 0.231 0.592
C 1.365 0.509 1.541 -0.082 0.046 -0.017 0.838
C -2.161 3.363 0.115 -0.071 -0.162 0.130 -0.705
C -0.809 -0.921 2.661 0.148 -0.087 -0.077 -1.019
C 3.510 -1.893 0.480 -0.143 -0.021 0.074 -0.022
C 1.371 -0.880 1.583 -0.644 -0.177 0.364 0.674
H 1.800 -5.259 1.492 -0.049 -0.121 0.027 0.456
H -1.645 -1.461 3.074 -0.170 -0.041 -0.001 0.517
H 0.714 1.078 -4.595 -0.101 -0.017 0.052 0.346
H 0.623 -0.770 -6.279 0.037 -0.002 -0.126 0.430
H 1.271 1.868 -1.416 -0.005 0.067 0.064 -0.197
H 1.838 -1.116 -5.046 0.115 -0.058 -0.035 0.335
H -2.405 4.254 0.674 -0.032 0.093 0.058 0.500
H 3.987 -5.240 0.324 0.024 -0.082 -0.012 0.394
H 5.054 -3.132 -0.311 0.076 -0.002 -0.037 0.408
H 2.208 1.035 1.125 0.085 0.147 -0.058 0.617
H 2.270 -0.667 -2.814 -0.110 -0.070 0.059 0.239
H 2.200 1.838 -2.919 0.052 0.122 -0.074 0.442
H -1.066 2.341 -2.923 0.071 0.076 -0.138 0.397
H 0.880 4.363 1.757 0.074 -0.036 -0.038 0.277
H -1.668 4.407 -1.686 0.013 0.069 -0.040 0.432
H 1.361 3.172 0.525 0.002 -0.014 0.028 0.218
H 0.266 -1.923 -4.985 -0.041 -0.116 -0.015 0.302
H -2.347 1.031 3.883 -0.015 0.129 -0.134 0.255
H 3.982 -0.964 0.199 0.083 0.104 -0.039 0.486
H 2.117 3.142 2.145 -0.025 -0.005 -0.021 0.374
H 1.338 -0.629 -1.310 0.296 -0.040 -0.044 -0.009
H -2.088 -0.011 0.450 0.022 -0.051 0.164 0.562
H -0.864 0.249 -4.606 0.149 0.148 -0.189 0.477
H 2.941 1.274 -1.423 0.149 0.059 0.076 0.430
```
Forces are in eV/Å.

4.
A cluster of 2 separate species, C24H24N2O8S in total in a non-equilibrium geometry, computed with ωB97M-V with the def2-TZVPD basis set.

Strongest force on any atom (eV Å⁻¹): 4.3
SMILES: O=S1(=O)Oc2cc(O)ccc2-c2cc(O)c(O)cc21.CNC(=O)[C@H](Cc1ccccc1)NC(C)=O
Net charge: 0

```
59
Properties=species:S:1:pos:R:3:forces:R:3:mulliken_charge:R:1
S -3.726 0.757 0.861 -1.946 0.582 3.803 1.401
O -4.539 -0.337 -5.124 0.025 0.074 0.094 -0.566
O -4.995 1.494 0.993 2.226 -1.117 -1.506 -0.710
O 3.289 -1.027 5.391 -0.006 0.184 0.126 -0.685
O 3.428 0.898 0.925 -0.350 0.144 0.575 -0.715
O -3.454 -0.038 2.074 0.327 0.670 -2.921 -0.681
O 0.073 3.890 2.516 -0.061 -0.005 -0.306 -0.640
O -3.752 -0.220 -0.486 0.584 1.064 2.273 -0.596
O 0.703 4.604 -0.041 -0.251 -0.240 0.360 -0.628
N 2.930 -0.757 3.220 0.127 0.543 -2.011 -0.074
N 3.961 -0.892 -0.238 0.304 -1.117 -0.619 -0.067
C 0.065 -0.319 -1.970 0.186 -0.716 0.550 -0.949
C 4.047 -2.314 -0.570 -0.177 0.235 0.232 -0.805
C 2.588 -1.160 1.850 -0.016 -0.173 0.245 0.450
C -1.675 2.455 1.679 -0.101 -0.144 -0.273 -0.663
C 0.623 -1.234 0.218 0.024 -0.066 -0.319 0.577
C 1.069 -1.021 1.651 -0.331 0.188 -0.653 -1.426
C -2.761 1.598 -1.853 -0.006 -0.019 0.028 0.639
C 0.100 -2.728 -1.635 0.014 0.803 0.355 -0.761
C -1.006 3.175 -0.924 0.023 -0.039 0.489 -0.950
C -2.634 2.095 -3.168 -0.657 -0.946 -0.139 -0.990
C 3.365 -0.318 0.813 -0.137 0.902 0.519 -0.157
C -0.636 3.358 1.465 -1.173 -1.041 0.816 1.323
C -3.970 0.289 -4.053 -0.154 -0.395 0.464 0.834
C -3.541 0.426 -1.666 0.242 0.772 -2.162 0.081
C -3.227 1.442 -4.249 0.357 0.556 -0.011 -0.840
C -0.315 3.721 0.156 0.330 0.249 -0.115 -0.069
C -2.050 2.250 -0.728 0.060 0.072 -0.092 0.430
C -4.122 -0.208 -2.765 0.103 0.120 0.270 -0.326
C 2.769 -3.013 4.209 0.009 0.312 -0.104 -0.988
C 3.010 -1.519 4.310 0.277 -0.806 1.505 0.723
C 0.430 -0.127 -0.627 -0.115 -0.891 -0.527 -0.237
C -2.370 1.914 0.586 -0.079 -0.530 -0.302 0.233
C 0.454 -2.536 -0.288 -0.183 0.784 -0.830 -0.184
C -0.100 -1.619 -2.475 0.207 0.091 0.800 -0.611
H -5.079 -1.088 -4.831 0.245 0.302 -0.017 0.290
H 0.763 -0.022 1.966 0.113 0.015 0.057 0.097
H 2.852 -2.204 1.702 0.071 -0.149 0.141 0.384
H -0.079 0.534 -2.618 -0.034 0.055 -0.033 0.523
H 3.120 0.225 3.364 -0.002 0.056 -0.060 0.246
H -1.948 2.167 2.692 0.026 -0.031 -0.157 0.371
H -3.116 1.834 -5.256 -0.027 -0.035 0.128 0.426
H 4.404 -0.239 -0.867 -0.108 0.049 0.152 0.318
H 0.553 -1.737 2.291 0.116 -0.009 0.152 0.544
H -0.034 -3.729 -2.023 0.001 -0.047 -0.009 0.443
H -4.695 -1.111 -2.589 -0.029 -0.004 0.054 0.338
H -0.233 3.518 3.362 0.138 0.172 -0.556 0.318
H -0.674 3.476 -1.907 -0.067 -0.068 -0.012 0.277
H 0.599 -3.391 0.357 -0.006 -0.091 0.116 0.458
H 4.632 -2.440 -1.482 -0.061 0.114 0.173 0.340
H -0.385 -1.765 -3.508 0.002 -0.012 -0.037 0.479
H 0.583 0.873 -0.247 -0.001 0.073 0.085 0.673
H 2.890 -3.455 5.198 -0.002 0.178 -0.127 0.321
H 1.756 -3.195 3.857 -0.059 -0.207 -0.167 0.282
H 3.493 -3.454 3.529 -0.056 -0.192 -0.145 0.279
H 1.059 4.809 0.844 0.020 0.035 -0.468 0.321
H -2.078 3.001 -3.387 -0.045 -0.114 0.250 0.365
H 3.051 -2.724 -0.742 0.062 -0.091 -0.033 0.226
H 4.535 -2.862 0.238 0.022 -0.098 -0.100 0.308
```
Forces are in eV/Å.

Results for E_HOMO: -6.35, -7.87, -8.11, -8.51 (in eV, following the order of the records).